(1)
DFT (wB97M-V/def2-TZVPD) results for C31H36BN7O5S2Ti as an isolated structure.

Total charge: -1
2S+1: 2

Structure (XYZ):
```
83
C31H36BN7O5S2Ti | the Open Molecules 2025 dataset | wB97M-V/def2-TZVPD
Ti 0.447 -1.100 0.398
N -0.634 2.349 -1.400
C -1.702 1.608 -2.049
C -1.410 0.130 -2.264
N -1.290 -0.708 -1.061
H -0.783 3.345 -1.492
H 0.269 2.109 -1.792
H -1.932 1.993 -3.056
H -2.620 1.713 -1.459
H -0.495 0.013 -2.844
H -2.231 -0.258 -2.880
H -1.247 -1.668 -1.410
H -2.107 -0.622 -0.461
O -2.966 -2.620 0.904
C -1.851 -3.052 0.671
O -0.741 -2.487 1.046
C -1.624 -4.336 -0.080
C -2.456 -5.404 0.245
C -2.297 -6.648 -0.341
C -1.290 -6.813 -1.285
C -0.479 -5.749 -1.635
C -0.619 -4.474 -1.059
S 0.432 -3.189 -1.666
H -3.235 -5.230 0.977
H -2.945 -7.472 -0.071
H -1.140 -7.775 -1.762
H 0.287 -5.878 -2.390
N 2.901 -4.402 1.930
C 2.107 -3.984 0.944
N 1.951 -2.682 1.060
C 2.674 -2.355 2.166
N 3.282 -3.376 2.736
C 2.683 -0.951 2.499
C 3.479 -0.378 3.467
N 3.563 0.934 3.683
C 2.799 1.664 2.824
C 1.979 1.138 1.872
N 1.846 -0.219 1.679
H 3.205 -5.339 2.125
H 1.683 -4.603 0.172
H 4.084 -1.032 4.086
H 2.852 2.743 2.920
H 1.382 1.774 1.235
C -7.738 5.923 2.408
C -6.249 5.782 2.239
O -5.675 5.970 1.205
S -5.397 5.298 3.763
C -4.229 4.129 3.130
C -4.403 2.781 3.428
C -3.505 1.842 2.955
C -2.419 2.229 2.162
C -2.259 3.587 1.866
C -3.145 4.529 2.354
C -1.501 1.261 1.663
C -0.711 0.441 1.237
H -8.160 6.428 1.543
H -7.970 6.463 3.328
H -8.163 4.924 2.509
H -5.246 2.470 4.032
H -3.638 0.792 3.183
H -1.423 3.886 1.247
H -3.008 5.578 2.130
C 3.479 2.192 -3.087
C 3.058 0.751 -2.861
C 2.796 0.061 -4.194
O 1.803 0.756 -2.144
B 1.800 -0.279 -1.214
O 3.065 -0.843 -1.147
C 3.995 -0.062 -1.916
C 4.766 0.803 -0.927
C 4.941 -1.012 -2.633
H 2.778 2.677 -3.769
H 4.474 2.241 -3.534
H 3.490 2.751 -2.153
H 2.030 0.618 -4.734
H 2.429 -0.955 -4.041
H 3.695 0.021 -4.812
H 4.095 1.463 -0.376
H 5.533 1.406 -1.419
H 5.249 0.149 -0.200
H 4.392 -1.766 -3.193
H 5.561 -1.523 -1.895
H 5.601 -0.471 -3.316
```

***

(2)
DFT (wB97M-V/def2-TZVPD) results for C2H3ErO2 as an isolated structure at a distorted geometry.

Total charge: +3
2S+1: 5

Structure (XYZ):
```
8
C2H3ErO2 | the Open Molecules 2025 dataset | wB97M-V/def2-TZVPD
O 1.138 -1.371 1.394
C 0.479 -0.412 1.502
Er -1.755 1.967 1.177
O -0.070 0.366 0.575
C -0.015 -0.071 -0.926
H -0.442 -1.077 -0.954
H -0.356 0.780 -1.520
H 1.021 -0.181 -1.250
```

***

(3)
DFT (wB97M-V/def2-TZVPD) results for one molecule with the formula CH6N2OP2S at a distorted geometry.

Total charge: 0
SMILES: [H]/P=N/[P@@H](=O)SNC

Structure (XYZ):
```
13
CH6N2OP2S | the Open Molecules 2025 dataset | wB97M-V/def2-TZVPD
C 1.333 0.246 -1.029
N -2.632 -0.532 1.396
N 1.319 0.450 0.450
O -1.322 1.378 0.153
P -3.478 -0.114 2.738
P -1.380 -0.024 0.421
S 0.408 -0.752 1.222
H 1.907 -0.656 -1.312
H 0.296 0.388 -1.445
H 1.983 1.104 -1.393
H 1.028 1.440 0.503
H -4.346 -1.237 2.441
H -1.497 -0.782 -0.734
```

***

(4)
DFT (wB97M-V/def2-TZVPD) results for one molecule with the formula C6H10O.

Total charge: 0
SMILES: C[C@H]1CC=C[C@H]1O

Structure (XYZ):
```
17
C6H10O | the Open Molecules 2025 dataset | wB97M-V/def2-TZVPD
C -0.860 1.345 0.989
C -0.302 -0.072 0.744
C -1.099 -0.888 -0.314
C -0.102 -1.212 -1.399
C 1.121 -0.782 -1.113
C 1.191 -0.121 0.241
O 1.889 1.110 0.224
H -1.569 1.654 0.213
H -1.395 1.410 1.943
H -0.053 2.081 1.029
H -0.325 -0.596 1.704
H -1.941 -0.313 -0.719
H -1.521 -1.809 0.105
H -0.377 -1.760 -2.299
H 2.008 -0.898 -1.733
H 1.770 -0.753 0.924
H 1.565 1.606 -0.540
```

***

(5)
DFT (wB97M-V/def2-TZVPD) results for C6H12O as an isolated structure.

Total charge: 0

Structure (XYZ):
```
19
C6H12O | the Open Molecules 2025 dataset | wB97M-V/def2-TZVPD
C 2.713 -0.096 0.522
C 0.968 -0.347 -0.504
O 1.277 -0.893 0.938
C -0.015 0.751 -0.363
C -1.127 0.891 -1.366
C -1.477 0.548 0.050
C -2.046 -0.813 0.388
H 2.727 0.968 0.264
H 3.278 -0.673 -0.205
H 3.131 -0.240 1.534
H 0.553 -1.218 -1.018
H 0.714 -0.424 1.587
H 0.397 1.709 -0.028
H -1.229 0.102 -2.108
H -1.363 1.882 -1.745
H -1.904 1.366 0.630
H -1.524 -1.607 -0.156
H -3.107 -0.872 0.120
H -1.966 -1.035 1.459
```

***

(6)
DFT (wB97M-V/def2-TZVPD) results for a 2-piece molecular cluster, C10H15NO2 overall at a distorted geometry.

Total charge: -1
2S+1: 2

Structure (XYZ):
```
28
C10H15NO2 | the Open Molecules 2025 dataset | wB97M-V/def2-TZVPD
C 0.261 -1.090 -0.789
C -0.005 -1.865 -2.072
C 1.680 -1.284 -0.327
O 2.356 -0.302 0.058
N 2.268 -2.495 -0.313
H 0.212 0.040 -0.972
H -0.487 -1.238 0.034
H 0.876 -1.870 -2.814
H 3.305 -2.579 -0.144
H 1.801 -3.242 -0.535
H -0.822 -1.608 -2.772
H -0.096 -3.042 -2.026
C 1.492 2.494 0.862
C -1.540 0.392 2.026
C -2.265 0.387 0.785
C -0.291 1.067 2.006
C 0.060 1.839 0.840
C -1.868 1.089 -0.390
C -0.882 1.991 -0.227
O -3.245 -0.594 0.847
H -1.847 -0.106 3.028
H 0.505 1.008 2.815
H -2.543 0.964 -1.373
H -3.754 -0.713 -0.007
H 1.880 2.543 -0.163
H 2.172 1.934 1.521
H -0.720 2.720 -1.021
H 1.496 3.560 1.124
```

***

E (computed, Ha): -3633.27671; -1242.02205; -1307.30192; -309.82964; -310.82082; -595.17821
Energy relative to the best compared isomer or geometry (same formula, charge and spin) (computed, eV): 0.892; 2.426; 0.096; 0.346; 6.488; 2.504